(1)
19
Properties=species:S:1:pos:R:3 method="wB97M-V/def2-TZVPD" e_homo_ha="-0.4063 / -0.4292" multiplicity=4 e_lumo_ev="-3.267 / -3.882" total_charge=+1 e_above_lowest_kj_mol=80.3
C 2.217 -0.274 -2.069
Tc 0.810 -0.646 -0.602
N 1.312 0.863 0.717
H -0.410 -0.551 -1.586
H 1.006 0.328 -1.837
H 2.163 -0.726 -3.066
H 2.542 -1.049 -1.330
H 2.951 0.537 -2.099
H 1.121 0.633 1.700
H 0.792 1.735 0.566
H 2.291 1.177 0.733
S -2.795 -1.088 2.321
C -3.052 0.350 1.334
C -2.037 0.532 0.436
N -1.042 -0.474 0.522
C -1.331 -1.397 1.470
H -3.915 0.995 1.450
H -1.929 1.313 -0.322
H -0.696 -2.259 1.661

(2)
15
Properties=species:S:1:pos:R:3 method="wB97M-V/def2-TZVPD" e_homo_ha="-0.8692 / -0.8260" multiplicity=6 e_lumo_ev="-14.368 / -18.371" total_charge=+3 e_above_lowest_kj_mol=0.0
C -0.436 2.477 2.825
C -1.287 1.576 2.020
C -1.650 0.317 2.381
C -2.311 -0.504 1.427
O -2.686 -1.668 1.680
Fe -3.538 -3.043 0.994
H 0.337 2.925 2.183
H -0.045 1.999 3.729
H -1.530 1.911 1.006
H -1.121 3.313 3.099
H -1.419 -0.098 3.364
H -2.490 -0.093 0.419
H 0.942 0.023 0.993
O 1.051 0.746 0.365
H 2.001 0.810 0.223

(3)
29
Properties=species:S:1:pos:R:3 method="wB97M-V/def2-TZVPD" e_homo_ha="-0.5562 / -0.5826" multiplicity=5 e_lumo_ev="-8.522 / -10.621" total_charge=+2
Pt -0.557 0.306 -0.805
C -0.294 5.648 -0.122
S -0.452 4.612 1.327
C -0.210 3.029 0.680
S -0.281 2.694 -1.012
N 0.077 2.113 1.602
N 0.210 0.902 1.198
C 0.782 -0.072 1.871
C 1.147 -1.213 1.107
C 1.830 -2.310 1.644
C 2.347 -3.269 0.794
C 2.154 -3.135 -0.576
C 1.396 -2.068 -1.048
N 0.900 -1.141 -0.236
H -0.333 6.674 0.239
H -1.114 5.482 -0.823
H 0.663 5.461 -0.611
H 1.031 0.037 2.923
H 1.971 -2.375 2.716
H 2.911 -4.105 1.185
H 2.593 -3.833 -1.275
H 1.202 -1.950 -2.107
C -2.429 -2.520 -1.125
O -3.107 -1.285 -1.415
C -2.550 -0.129 -1.367
O -3.022 0.948 -1.590
H -3.212 -3.266 -1.041
H -1.886 -2.450 -0.183
H -1.766 -2.785 -1.948

Q: Which value of multiplicity does entry 1 give?
A: 4